A molecular structure, C55H107AgN4O13 at a distorted geometry. Source: the Open Molecules 2025 dataset; level of theory: ωB97M-V with the def2-TZVPD basis set.

Structure (XYZ):
```
180
Properties=species:S:1:pos:R:3:forces:R:3:lowdin_spin:R:1
Ag -3.6132 -5.1968 1.9537 0.0 0.1 0.0 -0.001
C -2.2053 0.0914 -0.9354 1.1 0.4 0.6 0.059
C -1.3256 -0.6505 0.1446 -0.4 -0.6 -0.6 0.083
C -1.5899 -0.1236 1.5353 0.0 -0.3 0.8 -0.001
O -1.3325 -2.0374 -0.0117 -0.4 0.9 0.2 0.819
H -1.7667 1.0844 -0.8372 -0.5 0.4 -0.1 0.003
H -3.2629 0.1424 -0.6766 0.1 -0.3 -0.1 0.002
H -2.0134 -0.1682 -1.9765 -0.2 -0.5 0.2 0.000
H -0.3079 -0.3268 -0.0741 0.5 -0.2 -0.5 0.037
H -0.9441 -0.5891 2.2798 0.3 -0.2 -0.2 0.000
H -2.5922 -0.3068 1.9224 -0.3 0.3 -0.4 0.001
H -1.3330 0.9349 1.5775 -0.3 0.1 0.0 0.000
C -4.5125 6.8979 4.5113 -1.2 -0.4 0.4 0.000
C -6.0096 6.5144 5.0284 0.3 0.5 -0.2 0.000
C -6.7380 5.6293 3.9806 0.2 -1.2 -0.5 0.000
C -6.3646 4.1182 3.9321 0.6 1.3 1.3 0.000
C -6.3720 3.5541 5.3880 -0.1 0.1 -1.5 0.000
C -5.6580 4.4332 6.4308 1.4 -0.4 1.1 0.000
N -5.9894 5.8810 6.3759 -2.4 -2.2 -2.9 0.000
O -5.5097 6.6759 7.3522 0.6 0.4 1.0 0.000
C -6.0532 3.8301 7.8140 0.6 0.7 -0.1 0.000
C -4.1346 4.1712 6.2502 0.9 -0.2 -0.3 0.000
C -6.9134 7.7671 5.1321 0.9 0.7 0.6 0.000
H -4.5022 7.5016 3.6038 -0.4 0.1 0.0 0.000
H -3.9156 6.0144 4.2850 -0.2 -0.1 0.1 0.000
H -3.9512 7.4605 5.2573 -0.1 0.1 0.1 0.000
H -7.8232 5.7012 4.0538 0.0 0.1 0.6 0.000
H -6.5584 6.0111 2.9756 0.3 0.4 0.0 0.000
H -5.3487 4.0349 3.5459 0.2 0.0 0.0 0.000
H -6.9882 3.5900 3.2109 -0.2 -0.1 0.3 0.000
H -5.8046 2.6245 5.3422 0.0 -0.2 0.3 0.000
H -7.3815 3.2561 5.6711 -0.1 0.4 0.2 0.000
H -5.6588 2.8219 7.9408 -0.6 -0.4 -0.6 0.000
H -5.5350 4.2935 8.6534 -0.2 0.7 -0.1 0.000
H -7.1330 3.9213 7.9322 0.1 -0.3 0.2 0.000
H -3.7636 4.1809 5.2254 -0.5 0.2 -0.3 0.000
H -3.4415 4.8435 6.7559 -0.4 0.4 0.4 0.000
H -3.8146 3.1820 6.5776 -0.4 -0.2 0.3 0.000
H -7.9650 7.5487 5.3182 0.0 -0.4 -0.5 0.000
H -6.7526 8.4298 4.2819 -0.4 -0.2 -0.3 0.000
H -6.6740 8.3951 5.9902 0.5 -0.1 0.1 0.000
H -4.5996 6.8732 7.1190 0.7 0.2 0.2 0.000
C 3.9469 3.6694 2.6021 0.7 0.7 -0.3 0.000
C 5.2827 2.8759 2.8496 -0.4 0.4 1.1 0.000
C 6.4213 3.8055 3.3858 0.1 1.0 -0.8 0.000
C 6.2163 4.3395 4.7556 -1.3 -0.3 1.1 0.000
C 6.0775 3.1330 5.5916 -1.1 -1.6 2.1 0.000
C 4.8698 2.1818 5.2743 0.9 -1.0 0.0 0.000
N 5.1005 1.7801 3.8472 1.6 1.1 0.5 0.000
O 4.2845 0.7768 3.3783 -0.6 -0.3 -0.2 0.000
C 4.9697 0.9193 6.1739 -0.6 -0.7 -0.6 0.000
C 3.4701 2.7819 5.6171 0.5 0.8 -0.3 0.000
C 5.8005 2.3788 1.5247 -0.3 -0.1 -0.7 0.000
H 4.0639 4.3696 1.7750 0.4 -0.1 -0.3 0.000
H 3.6529 4.3393 3.4101 0.0 -0.4 0.2 0.000
H 3.0918 3.0741 2.2818 0.1 -0.4 0.3 0.000
H 7.3999 3.3267 3.4201 -0.2 -0.7 -0.3 0.000
H 6.5829 4.6531 2.7198 -0.3 -0.1 -0.5 0.000
H 5.2528 4.8282 4.9004 0.2 0.9 -0.4 0.000
H 7.0267 4.9103 5.2090 0.0 0.4 -0.6 0.000
H 5.8830 3.3415 6.6437 0.3 0.5 0.3 0.000
H 7.0365 2.6152 5.5741 -0.2 -0.7 -0.1 0.000
H 4.3659 1.0338 7.0742 0.5 0.3 0.2 0.000
H 4.4669 0.0915 5.6738 -0.2 0.0 -0.3 0.000
H 5.9441 0.4858 6.3989 0.3 0.6 0.0 0.000
H 3.4909 3.8509 5.4052 -0.4 0.0 -0.2 0.000
H 2.6486 2.2909 5.0955 0.1 0.1 -0.4 0.000
H 3.1721 2.7149 6.6634 0.5 -0.2 0.1 0.000
H 5.1228 1.7378 0.9608 -0.2 -0.2 0.3 0.000
H 6.7627 1.8723 1.6004 0.0 0.1 0.1 0.000
H 5.8701 3.2892 0.9294 0.5 -0.1 -0.2 0.000
H 3.4149 1.1811 3.3319 -0.8 -0.1 -0.2 0.000
C 0.1302 7.9428 -2.9687 0.2 0.2 0.0 0.000
C 0.2697 9.1716 -3.9134 -0.8 0.2 0.4 0.000
C 1.5603 9.9986 -3.6209 0.4 -2.3 0.1 0.000
C 2.7716 9.1940 -4.1228 0.9 2.3 -0.1 0.000
C 2.8033 9.2145 -5.6570 -0.4 -1.3 1.6 0.000
C 1.5141 8.5047 -6.1488 -0.9 0.4 -0.7 0.000
N 0.2411 8.7633 -5.3261 3.0 2.1 0.0 0.000
O -0.8728 8.0744 -5.7557 -0.2 -0.7 0.2 0.000
C 1.2498 9.0144 -7.5550 -0.4 0.7 -0.6 0.000
C 1.8314 7.0379 -6.2077 0.2 -0.9 0.4 0.000
C -0.8791 10.1471 -3.5976 -0.1 -0.1 0.3 0.000
H 0.0481 8.2931 -1.9398 0.5 -0.1 0.2 0.000
H 0.9424 7.2343 -3.1310 0.3 0.2 0.3 0.000
H -0.7588 7.3248 -3.0947 -0.3 0.4 -0.6 0.000
H 1.5512 11.0147 -4.0152 -0.2 -0.2 -0.3 0.000
H 1.7093 10.0781 -2.5441 -0.5 0.1 0.2 0.000
H 2.9197 8.2477 -3.6026 -0.5 -0.3 -0.5 0.000
H 3.6481 9.7547 -3.7978 0.3 0.1 0.1 0.000
H 3.6718 8.6211 -5.9427 -0.2 -0.3 -0.4 0.000
H 3.0487 10.1952 -6.0647 -0.8 0.3 0.2 0.000
H 0.5509 8.4458 -8.1684 0.2 -0.5 0.2 0.000
H 0.7944 10.0047 -7.5437 0.2 0.3 0.3 0.000
H 2.1957 9.1304 -8.0839 0.0 -0.3 -0.2 0.000
H 2.6504 6.8185 -6.8927 -0.2 0.1 -0.4 0.000
H 2.2371 6.7043 -5.2526 -0.3 -0.1 0.3 0.000
H 0.9463 6.4545 -6.4611 0.1 -0.1 0.0 0.000
H -1.8427 9.6376 -3.5943 -0.2 0.2 -0.5 0.000
H -0.8289 11.0435 -4.2157 -0.3 -0.3 -0.5 0.000
H -0.7894 10.5645 -2.5946 0.3 -0.3 0.3 0.000
H -1.3978 8.7416 -6.2037 -0.2 0.1 -0.2 0.000
C 1.4061 -8.9470 -2.7906 -1.0 0.3 0.6 0.000
C 2.2692 -10.2077 -2.8545 0.1 -1.4 -0.1 0.000
C 3.6542 -9.7304 -3.2543 1.1 -0.9 -1.9 0.000
C 4.8042 -10.7863 -3.1847 -1.2 0.4 2.0 0.000
C 4.9108 -11.2235 -1.6707 -1.4 0.0 -1.7 0.000
C 3.5183 -11.8384 -1.1234 0.7 1.5 0.9 0.000
N 2.4214 -10.8527 -1.4817 0.6 1.3 -1.4 0.000
O 1.1346 -11.0514 -0.9108 0.4 -0.7 -0.1 0.000
C 3.3501 -13.2553 -1.6402 0.3 -0.1 -0.7 0.000
C 3.6571 -11.8269 0.4317 -0.4 0.2 -0.2 0.000
C 1.6514 -11.1907 -4.0218 0.1 1.2 2.1 0.000
H 1.5733 -8.3401 -1.9008 0.6 0.0 0.2 0.000
H 0.3270 -9.0909 -2.7379 -0.1 -0.7 -0.1 0.000
H 1.5191 -8.2771 -3.6430 0.5 -0.2 -0.2 0.000
H 3.5173 -9.5335 -4.3176 0.2 0.4 -0.3 0.000
H 3.9875 -8.7801 -2.8373 -0.3 -0.1 0.6 0.000
H 5.7603 -10.3304 -3.4418 -0.1 -0.1 -0.4 0.000
H 4.5722 -11.6288 -3.8362 0.2 0.0 0.0 0.000
H 5.1642 -10.2946 -1.1599 -0.2 -0.2 0.5 0.000
H 5.7536 -11.9101 -1.5915 -0.3 -0.3 0.4 0.000
H 3.4797 -13.2228 -2.7219 -0.2 -0.2 -0.1 0.000
H 4.1633 -13.8930 -1.2936 0.0 0.0 0.3 0.000
H 2.4052 -13.7525 -1.4209 -0.1 0.3 0.2 0.000
H 2.7193 -12.0438 0.9430 0.0 -0.5 -0.2 0.000
H 4.4424 -12.5105 0.7544 -0.2 -0.2 -0.1 0.000
H 3.9253 -10.8597 0.8567 0.2 0.3 -0.5 0.000
H 0.6622 -11.4841 -3.6704 0.1 -0.5 0.3 0.000
H 2.3051 -12.0536 -4.1490 -0.2 0.1 -0.3 0.000
H 1.4101 -10.6507 -4.9374 0.7 0.1 -0.1 0.000
H 1.0203 -10.2195 -0.4454 -0.2 -0.1 0.3 0.000
O -5.2749 -7.4359 -7.1331 0.4 2.3 0.4 0.000
C -4.9792 -6.2807 -6.8717 0.0 -2.4 -1.2 0.000
O -3.6900 -5.9408 -6.5489 -1.4 -0.5 0.5 0.000
C -3.7402 -4.6429 -5.9878 3.7 0.4 -0.2 0.000
C -5.0927 -4.1557 -5.9072 -2.3 1.5 0.7 0.000
C -5.8820 -5.0445 -6.8293 0.3 -0.9 0.4 0.000
H -3.0929 -4.0570 -6.6404 0.0 0.4 0.1 0.000
H -3.3131 -4.5970 -4.9860 0.5 -0.5 -0.1 0.000
H -5.1213 -3.1024 -6.1861 -0.2 0.0 0.0 0.000
H -5.4229 -4.1956 -4.8692 -0.3 -0.2 -0.1 0.000
H -5.9575 -4.5365 -7.7907 -0.3 -0.6 -0.2 0.000
H -6.8171 -5.4384 -6.4311 -0.2 0.6 -0.3 0.000
O -8.2898 -2.8757 1.9739 -3.6 1.2 0.7 0.000
C -9.4735 -2.4939 2.1885 4.3 -1.8 -1.1 0.000
O -9.8298 -1.9490 3.3395 1.9 0.2 0.6 0.000
C -11.1793 -1.5915 3.3828 -1.1 -0.2 0.4 0.000
C -11.5877 -1.6691 1.9337 -2.1 1.2 -0.9 0.000
C -10.6400 -2.5653 1.2432 0.6 -0.6 0.3 0.000
H -11.3489 -0.6132 3.8325 0.5 0.1 -0.2 0.000
H -11.6320 -2.2862 4.0903 -0.5 -0.3 -0.4 0.000
H -11.4844 -0.7024 1.4408 -0.3 0.3 0.4 0.000
H -12.5952 -2.0378 1.7406 -0.2 0.4 0.4 0.000
H -10.3578 -2.2225 0.2478 0.0 -0.3 0.1 0.000
H -11.1014 -3.5526 1.2253 0.7 -0.3 -0.2 0.000
O 5.0823 -0.3409 -7.6806 -0.2 0.0 -0.4 0.000
C 4.5331 -0.7467 -6.6994 2.0 1.3 -0.6 0.000
O 3.2174 -0.7658 -6.5628 -0.8 -0.3 0.1 0.000
C 2.9431 -1.1960 -5.2453 -0.4 -0.5 1.3 0.000
C 4.1322 -2.0382 -4.8093 0.1 -0.3 0.2 0.000
C 5.2486 -1.2444 -5.4640 0.3 -1.3 -0.5 0.000
H 2.0084 -1.7567 -5.2334 -0.1 0.3 0.0 0.000
H 2.9408 -0.3351 -4.5768 -0.6 0.2 -0.1 0.000
H 4.0478 -3.0338 -5.2449 0.1 0.0 -0.2 0.000
H 4.2147 -2.1945 -3.7337 -0.1 0.3 0.0 0.000
H 6.0486 -1.8679 -5.8630 0.1 -0.1 0.2 0.000
H 5.7526 -0.4836 -4.8679 -0.5 0.3 0.0 0.000
O 3.0464 -6.7366 4.6791 2.5 0.1 -2.1 0.000
C 3.9142 -6.5017 3.8337 -1.5 1.1 1.8 0.000
O 5.2221 -6.2316 4.1466 -1.1 -1.0 1.3 0.000
C 5.9602 -5.6868 3.0990 0.9 1.5 -0.9 0.000
C 5.0813 -5.6376 1.8866 -1.2 -0.7 -1.3 0.000
C 3.7300 -6.1925 2.3730 -0.1 -0.3 -1.3 0.000
H 6.9015 -6.2045 2.9149 -0.2 -0.3 0.3 0.000
H 6.2077 -4.6404 3.2780 0.2 -0.1 0.9 0.000
H 5.5010 -6.2310 1.0743 -0.1 -0.1 0.0 0.000
H 4.8896 -4.6463 1.4759 0.5 0.1 0.2 0.000
H 3.4072 -7.0584 1.7951 0.2 -0.4 0.3 0.000
H 2.9352 -5.4871 2.1305 -0.1 0.2 0.8 0.000
```
Positions in Å, forces in eV/Å.

Expectation value of S² = 0.754
Net charge = +1
Frontier orbital gap (alpha / beta) = 1.80 / 1.80 eV
Lowest unoccupied orbital energy (alpha / beta) = -7.137 / -7.135 eV
Calculated total energy = -3503.2341 a.u.
Spin multiplicity = 2